Entry i
# C7H9N3O

An isolated molecule of C7H9N3O (the ωB97M-V functional and the def2-TZVPD basis, the OMol25 dataset).

Output
orbital gap = 10.0 eV

```
! RIJCOSX wB97M-V def2-TZVPD def2/J DEFGRID3
* xyz 0 1
C 1.29189 -0.08578 2.03320
O 0.39986 -1.03254 1.50562
C 0.03997 -0.83009 0.20145
C -1.10067 -1.70995 -0.29376
C 1.14244 -1.34250 -0.72137
N 1.91693 -1.64170 -1.47147
N -0.30749 0.47606 -0.24992
C 0.02752 0.92279 -1.51716
C -0.54794 2.17402 -1.61359
N -1.22125 2.48773 -0.44465
C -1.00808 1.43196 0.29010
H 2.16011 0.04964 1.37764
H 1.51171 -0.42923 3.07414
H 0.90455 0.89093 2.34002
H -2.05411 -1.58170 0.25215
H -0.83283 -2.81160 -0.16414
H -1.25739 -1.49969 -1.32584
H 0.70362 0.39916 -2.14172
H -0.29929 2.78579 -2.38091
H -1.46956 1.34668 1.25022
*
```

The molecule's natural (NBO) atomic charges, reported in e, are given here: atom 1 (C): -0.280, atom 2 (O): -0.488, atom 3 (C): 0.361, atom 4 (C): -0.605, atom 5 (C): 0.238, atom 6 (N): -0.301, atom 7 (N): -0.383, atom 8 (C): -0.132, atom 9 (C): -0.074, atom 10 (N): -0.442, atom 11 (C): 0.183, atom 12 (H): 0.191, atom 13 (H): 0.211, atom 14 (H): 0.189, atom 15 (H): 0.231, atom 16 (H): 0.230, atom 17 (H): 0.233, atom 18 (H): 0.238, atom 19 (H): 0.202, atom 20 (H): 0.197

=====

Entry ii
# C7H9N3O

An isolated molecule of C7H9N3O (the ωB97M-V functional and the def2-TZVPD basis, the OMol25 dataset).

Output
orbital gap = 9.3 eV

```
! RIJCOSX wB97M-V def2-TZVPD def2/J DEFGRID3
* xyz 0 1
C 1.94326 -0.65964 -0.95269
C 1.39536 0.40186 -0.03079
C 0.24200 0.10076 0.98098
C -0.94925 1.14646 0.50834
C -2.22064 0.58431 0.09092
C -3.51947 0.79192 0.44971
O -4.26136 -0.13466 -0.10290
C -3.38460 -0.90796 -0.71492
N -2.14112 -0.56939 -0.65090
N -0.13265 2.04787 -0.55676
N 0.95448 1.55876 -0.74280
H 1.17178 -0.94968 -1.62277
H 2.27348 -1.65579 -0.44100
H 2.82844 -0.35871 -1.48826
H 2.16534 0.69688 0.53626
H 0.53844 0.14886 1.99241
H -0.31150 -0.81879 0.81142
H -1.14251 1.88682 1.28776
H -4.15192 1.53540 0.98494
H -3.88548 -1.80592 -1.15808
*
```

The molecule's natural (NBO) atomic charges, reported in e, are given here: atom 1 (C): -0.601, atom 2 (C): -0.129, atom 3 (C): -0.436, atom 4 (C): -0.153, atom 5 (C): 0.011, atom 6 (C): 0.075, atom 7 (O): -0.388, atom 8 (C): 0.323, atom 9 (N): -0.451, atom 10 (N): -0.068, atom 11 (N): -0.110, atom 12 (H): 0.218, atom 13 (H): 0.215, atom 14 (H): 0.223, atom 15 (H): 0.205, atom 16 (H): 0.217, atom 17 (H): 0.230, atom 18 (H): 0.211, atom 19 (H): 0.217, atom 20 (H): 0.191

=====

Energy above the most stable structure, in eV: entry i 0.000; entry ii 0.677

=====

Entry i
# C10H17N2

The ion C10H17N2 with charge +1 (the ωB97M-V functional and the def2-TZVPD basis, the OMol25 dataset).

Output
orbital gap = 8.7 eV

```
! RIJCOSX wB97M-V def2-TZVPD def2/J DEFGRID3
* xyz 1 1
C -3.24158 -0.69745 0.41737
C -2.04937 -0.26539 -0.28550
C -1.57120 0.95982 -0.43586
N -0.28913 1.19775 -1.14866
C 0.31322 0.17869 -2.00534
C 0.68104 1.74523 -0.12490
C 0.82220 0.91883 1.14335
N 1.63932 -0.24586 1.03000
C 2.99707 -0.36548 0.76365
C 3.23158 -1.71580 0.70471
C 2.06771 -2.41534 1.06009
C 1.06923 -1.49722 1.28789
H -3.90402 -1.16063 -0.19703
H -3.68788 0.22727 0.67967
H -2.99714 -1.15665 1.33386
H -1.62862 -1.16457 -0.58241
H -2.24000 1.70909 0.07560
H -0.44495 1.86745 -1.84355
H -0.38045 0.10348 -2.85435
H 1.44059 0.52717 -2.25157
H 0.35496 -0.84060 -1.42379
H 0.36443 2.70155 0.12083
H 1.72327 2.04798 -0.47342
H 1.31580 1.58335 1.85200
H -0.27053 0.50128 1.47619
H 3.59836 0.53022 0.70930
H 4.08730 -2.29432 0.52542
H 1.83319 -3.47361 1.21452
H 0.05046 -1.68482 1.67313
*
```

The molecule's natural (NBO) atomic charges, reported in e, are given here: atom 1 (C): -0.640, atom 2 (C): -0.102, atom 3 (C): -0.122, atom 4 (N): -0.360, atom 5 (C): -0.444, atom 6 (C): -0.250, atom 7 (C): -0.225, atom 8 (N): -0.374, atom 9 (C): -0.084, atom 10 (C): -0.266, atom 11 (C): -0.283, atom 12 (C): -0.097, atom 13 (H): 0.246, atom 14 (H): 0.207, atom 15 (H): 0.245, atom 16 (H): 0.213, atom 17 (H): 0.263, atom 18 (H): 0.433, atom 19 (H): 0.237, atom 20 (H): 0.264, atom 21 (H): 0.261, atom 22 (H): 0.231, atom 23 (H): 0.251, atom 24 (H): 0.235, atom 25 (H): 0.239, atom 26 (H): 0.225, atom 27 (H): 0.237, atom 28 (H): 0.239, atom 29 (H): 0.221

=====

Entry ii
# C10H17N2

A cluster of 2 separate species, C10H17N2 in total (the ωB97M-V functional and the def2-TZVPD basis, the OMol25 dataset).

Output
orbital gap (alpha / beta) = 7.4 / 8.1 eV

```
! RIJCOSX wB97M-V def2-TZVPD def2/J DEFGRID3
* xyz 1 1
C -3.61516 -0.31109 0.07135
C -3.03840 0.55710 1.04026
C -2.70600 -0.93409 -0.79687
C -1.71941 0.78867 1.23024
C -1.32846 -0.73446 -0.62961
C -0.83938 0.08627 0.42232
C 0.67436 2.14727 -1.52326
C 2.68440 -0.36241 -0.49178
C 1.32048 -2.06345 0.62207
C 0.53467 0.39816 0.43954
N 1.19454 0.96930 1.46586
N 1.36528 -0.77389 -0.17371
H -4.66268 -0.51682 0.07919
H -3.89826 1.06890 1.60543
H -3.00934 -1.41363 -1.69290
H -1.40698 1.39522 2.09132
H -0.70470 -1.33665 -1.34422
H 0.31613 2.78576 -0.72394
H 0.27496 2.16252 -2.47569
H 1.74512 2.13990 -1.65419
H 3.16908 0.19813 0.29757
H 3.34321 -1.18322 -0.93894
H 2.51932 0.27993 -1.28749
H 2.30585 -2.31055 1.00163
H 0.57100 -2.04858 1.36791
H 1.06287 -2.85204 -0.11622
H 2.23972 1.15042 1.27969
H 0.69652 1.76057 1.83260
H 0.91126 -1.04724 -0.99818
*
```

The molecule's natural (NBO) atomic charges, reported in e, are given here: atom 1 (C): -0.178, atom 2 (C): -0.172, atom 3 (C): -0.177, atom 4 (C): -0.215, atom 5 (C): -0.207, atom 6 (C): -0.178, atom 7 (C): -0.547, atom 8 (C): -0.418, atom 9 (C): -0.421, atom 10 (C): 0.418, atom 11 (N): -0.819, atom 12 (N): -0.392, atom 13 (H): 0.237, atom 14 (H): 0.236, atom 15 (H): 0.228, atom 16 (H): 0.227, atom 17 (H): 0.188, atom 18 (H): 0.182, atom 19 (H): 0.185, atom 20 (H): 0.156, atom 21 (H): 0.211, atom 22 (H): 0.249, atom 23 (H): 0.236, atom 24 (H): 0.236, atom 25 (H): 0.245, atom 26 (H): 0.227, atom 27 (H): 0.401, atom 28 (H): 0.418, atom 29 (H): 0.444

=====

Energy above the most stable structure, in eV: entry i 0.000; entry ii 1.117

=====

Entry i
# CH7NOSi2

An isolated molecule of CH7NOSi2 (the ωB97M-V functional and the def2-TZVPD basis, the OMol25 dataset).

Output
orbital gap = 10.0 eV

```
! RIJCOSX wB97M-V def2-TZVPD def2/J DEFGRID3
* xyz 0 1
O -2.44872 -0.69017 0.12140
C -1.35205 -1.11846 0.11865
N 0.02096 0.00505 -0.16720
Si 1.56177 -0.73017 -0.10920
Si -0.47078 1.66477 -0.13276
H -0.96445 -2.03646 0.34357
H 2.77022 -0.48723 -1.04602
H 1.73987 -0.40545 1.34690
H 1.30423 -2.20870 -0.17177
H 0.36250 2.34934 0.73862
H -0.56297 1.96204 -1.56342
H -1.96058 1.69544 0.52124
*
```

The molecule's natural (NBO) atomic charges, reported in e, are given here: atom 1 (O): -0.467, atom 2 (C): 0.647, atom 3 (N): -1.457, atom 4 (Si): 1.090, atom 5 (Si): 1.100, atom 6 (H): 0.152, atom 7 (H): -0.150, atom 8 (H): -0.190, atom 9 (H): -0.202, atom 10 (H): -0.192, atom 11 (H): -0.177, atom 12 (H): -0.155

=====

Entry ii
# CH7NOSi2

An isolated molecule of CH7NOSi2 (the ωB97M-V functional and the def2-TZVPD basis, the OMol25 dataset).

Output
orbital gap = 10.7 eV

```
! RIJCOSX wB97M-V def2-TZVPD def2/J DEFGRID3
* xyz 0 1
Si -1.51656 -1.98359 -0.06335
C -0.27567 -0.55881 0.22175
N 0.48519 -0.35083 -0.75221
O 1.39796 0.64223 -0.83588
Si 1.46669 2.02492 -0.03165
H -2.88121 -1.74648 -0.41136
H -0.82147 -2.78683 -1.11690
H -1.77788 -2.50265 1.20489
H -0.26171 0.11046 1.13974
H 1.92093 2.90017 -1.13720
H 0.17921 2.61728 0.53376
H 2.08452 1.63411 1.24843
*
```

The molecule's natural (NBO) atomic charges, reported in e, are given here: atom 1 (Si): 0.867, atom 2 (C): -0.357, atom 3 (N): -0.088, atom 4 (O): -0.720, atom 5 (Si): 1.156, atom 6 (H): -0.165, atom 7 (H): -0.132, atom 8 (H): -0.184, atom 9 (H): 0.183, atom 10 (H): -0.159, atom 11 (H): -0.207, atom 12 (H): -0.193

=====

Energy above the most stable structure, in eV: entry i 0.000; entry ii 1.184

=====

Entry i
# C28H35N7

A cluster of 7 separate species, C28H35N7 in total (the ωB97M-V functional and the def2-TZVPD basis, the OMol25 dataset).

Output
orbital gap = 8.5 eV

```
! RIJCOSX wB97M-V def2-TZVPD def2/J DEFGRID3
* xyz 0 1
C 8.70949 3.32775 2.03126
C 7.82940 2.52983 1.26156
C 7.27864 1.59235 2.11344
N 7.72417 1.83425 3.43491
C 8.56639 2.97270 3.36466
H 9.34929 4.15496 1.76148
H 7.73183 2.68427 0.19712
H 6.68866 0.69700 1.98438
H 7.43656 1.31599 4.25271
H 9.10809 3.28462 4.24538
C 5.33208 -0.21510 -5.45745
C 6.66557 -0.44813 -5.92167
C 7.16033 0.74401 -6.43787
N 6.15021 1.67604 -6.30261
C 5.00149 1.05071 -5.83936
H 4.68595 -0.87729 -4.90029
H 7.16801 -1.40355 -5.88790
H 8.03957 1.18977 -6.87906
H 6.11762 2.66281 -6.51550
H 4.09477 1.61492 -5.67835
C -4.20664 0.49825 8.26153
C -3.98923 -0.89198 8.35868
C -3.80990 -1.30506 9.66994
N -4.10130 -0.17749 10.41406
C -4.30718 0.92406 9.61514
H -4.14403 1.18201 7.42789
H -3.77875 -1.50141 7.49226
H -3.57983 -2.25136 10.13683
H -4.06292 -0.16327 11.42323
H -4.33157 1.90866 10.05826
C 1.06123 -6.47648 5.52936
C 0.66068 -7.13570 4.29198
C 0.02740 -6.19747 3.48637
N -0.04712 -5.05783 4.24422
C 0.52588 -5.22586 5.52700
H 1.61554 -6.97622 6.31001
H 0.82627 -8.15844 3.98702
H -0.38184 -6.25608 2.48863
H -0.53355 -4.21836 3.96355
H 0.63176 -4.36350 6.16850
C -2.53683 -2.28059 -9.62062
C -1.78021 -2.49888 -8.49351
C -0.41212 -2.55543 -8.84497
N -0.36867 -2.15538 -10.18882
C -1.62779 -2.15831 -10.72266
H -3.61433 -2.31682 -9.68444
H -2.15070 -2.70946 -7.50115
H 0.50254 -2.76210 -8.30916
H 0.46892 -2.01300 -10.73496
H -1.64988 -2.03750 -11.79565
C -7.82356 5.59733 0.10041
C -7.18805 4.74028 -0.82452
C -7.43482 5.18256 -2.11150
N -8.19642 6.31306 -1.92677
C -8.51588 6.56699 -0.60971
H -7.80972 5.48734 1.17471
H -6.56180 3.89658 -0.57475
H -7.06128 4.86978 -3.07536
H -8.46966 6.98189 -2.63254
H -9.14815 7.40468 -0.35495
C -2.06267 -1.01477 -0.21090
C -2.32592 -0.27300 0.96202
C -1.22240 0.46348 1.27401
N -0.24928 0.24508 0.26439
C -0.78571 -0.70191 -0.57160
H -2.72672 -1.62168 -0.80848
H -3.23864 -0.18010 1.53185
H -1.19421 1.13952 2.11578
H 0.55435 0.79143 -0.01090
H -0.28351 -0.94529 -1.49624
*
```

The molecule's natural (NBO) atomic charges, reported in e, are given here: atom 1 (C): -0.302, atom 2 (C): -0.311, atom 3 (C): -0.067, atom 4 (N): -0.530, atom 5 (C): -0.074, atom 6 (H): 0.223, atom 7 (H): 0.228, atom 8 (H): 0.209, atom 9 (H): 0.416, atom 10 (H): 0.208, atom 11 (C): -0.305, atom 12 (C): -0.305, atom 13 (C): -0.077, atom 14 (N): -0.515, atom 15 (C): -0.076, atom 16 (H): 0.223, atom 17 (H): 0.224, atom 18 (H): 0.215, atom 19 (H): 0.411, atom 20 (H): 0.206, atom 21 (C): -0.311, atom 22 (C): -0.296, atom 23 (C): -0.093, atom 24 (N): -0.503, atom 25 (C): -0.074, atom 26 (H): 0.228, atom 27 (H): 0.214, atom 28 (H): 0.218, atom 29 (H): 0.408, atom 30 (H): 0.209, atom 31 (C): -0.298, atom 32 (C): -0.312, atom 33 (C): -0.067, atom 34 (N): -0.515, atom 35 (C): -0.087, atom 36 (H): 0.222, atom 37 (H): 0.218, atom 38 (H): 0.217, atom 39 (H): 0.408, atom 40 (H): 0.214, atom 41 (C): -0.311, atom 42 (C): -0.295, atom 43 (C): -0.098, atom 44 (N): -0.499, atom 45 (C): -0.075, atom 46 (H): 0.224, atom 47 (H): 0.221, atom 48 (H): 0.214, atom 49 (H): 0.410, atom 50 (H): 0.209, atom 51 (C): -0.304, atom 52 (C): -0.301, atom 53 (C): -0.086, atom 54 (N): -0.501, atom 55 (C): -0.084, atom 56 (H): 0.220, atom 57 (H): 0.219, atom 58 (H): 0.218, atom 59 (H): 0.404, atom 60 (H): 0.215, atom 61 (C): -0.319, atom 62 (C): -0.295, atom 63 (C): -0.088, atom 64 (N): -0.528, atom 65 (C): -0.055, atom 66 (H): 0.225, atom 67 (H): 0.222, atom 68 (H): 0.216, atom 69 (H): 0.418, atom 70 (H): 0.204

=====

Entry ii
# C28H35N7

A cluster of 7 separate species, C28H35N7 in total (the ωB97M-V functional and the def2-TZVPD basis, the OMol25 dataset).

Output
orbital gap = 8.2 eV

```
! RIJCOSX wB97M-V def2-TZVPD def2/J DEFGRID3
* xyz 0 1
C 7.52300 31.11600 36.67200
C 7.23000 29.87600 35.89000
C 5.76800 29.53900 36.21600
N 5.27200 30.59200 37.02800
C 6.19600 31.58900 37.36500
H 8.40000 31.73600 36.73400
H 7.99100 29.23500 35.23900
H 5.06900 28.82000 35.67200
H 4.31200 30.57100 37.34500
H 5.88500 32.45800 37.87000
C 4.94200 27.06800 33.43600
C 6.40200 26.96900 33.29400
C 6.45000 26.55600 31.83400
N 5.22900 26.83000 31.17100
C 4.20200 27.26300 32.02800
H 4.51300 27.30000 34.45700
H 7.16800 26.88900 34.00700
H 7.19200 26.22700 31.41000
H 4.98400 26.82400 30.02900
H 3.12100 27.21600 31.79100
C 5.37000 22.51200 31.38900
C 4.73000 21.14200 31.20500
C 3.40600 21.19100 31.98800
N 3.44800 22.51600 32.53800
C 4.37400 23.34700 32.11900
H 6.10900 23.00100 30.77400
H 5.11700 20.32000 30.60600
H 2.50700 20.56600 31.79900
H 2.57700 22.64200 33.16400
H 4.37400 24.37400 32.31200
C 9.82300 26.27400 31.85400
C 10.43000 25.15000 31.00500
C 10.60000 25.75900 29.55900
N 10.41300 27.21900 29.75600
C 9.81400 27.48100 31.01100
H 9.41200 26.13400 32.85500
H 10.27500 24.04800 31.31600
H 10.84800 25.49400 28.59900
H 10.73200 28.06300 29.22400
H 9.69200 28.55400 31.01600
C 6.72200 31.71100 30.53100
C 6.34000 32.08100 31.95800
C 5.99600 30.74600 32.55200
N 6.18000 29.75500 31.52600
C 6.72100 30.25900 30.38600
H 7.05900 32.52900 29.80900
H 6.24500 33.01200 32.34300
H 5.48900 30.52100 33.58700
H 5.93800 28.81800 31.47900
H 6.81200 29.58700 29.50200
C 5.99200 25.03200 27.87900
C 5.50200 26.29000 27.10700
C 6.60500 27.31200 27.38900
N 7.49200 26.79200 28.26100
C 7.20400 25.45300 28.68000
H 5.36500 24.14800 27.80300
H 4.79700 26.45000 26.33900
H 6.82200 28.38500 26.95700
H 8.39600 27.15000 28.57600
H 7.83600 24.82200 29.25200
C 1.27600 28.12800 35.77700
C 2.23100 29.09500 34.95600
C 1.74700 29.02300 33.53800
N 0.58500 28.19600 33.63100
C 0.26600 27.65100 34.79800
H 1.29500 27.72900 36.85300
H 3.15900 29.79700 35.09200
H 2.08300 29.48100 32.65700
H -0.08400 28.03300 32.78800
H -0.51800 27.20400 34.90600
*
```

The molecule's natural (NBO) atomic charges, reported in e, are given here: atom 1 (C): -0.298, atom 2 (C): -0.304, atom 3 (C): -0.124, atom 4 (N): -0.509, atom 5 (C): -0.089, atom 6 (H): 0.221, atom 7 (H): 0.246, atom 8 (H): 0.232, atom 9 (H): 0.415, atom 10 (H): 0.214, atom 11 (C): -0.278, atom 12 (C): -0.309, atom 13 (C): -0.029, atom 14 (N): -0.560, atom 15 (C): -0.151, atom 16 (H): 0.216, atom 17 (H): 0.230, atom 18 (H): 0.179, atom 19 (H): 0.470, atom 20 (H): 0.234, atom 21 (C): -0.340, atom 22 (C): -0.272, atom 23 (C): -0.159, atom 24 (N): -0.502, atom 25 (C): -0.037, atom 26 (H): 0.216, atom 27 (H): 0.219, atom 28 (H): 0.229, atom 29 (H): 0.417, atom 30 (H): 0.228, atom 31 (C): -0.319, atom 32 (C): -0.284, atom 33 (C): -0.094, atom 34 (N): -0.575, atom 35 (C): -0.065, atom 36 (H): 0.237, atom 37 (H): 0.245, atom 38 (H): 0.210, atom 39 (H): 0.430, atom 40 (H): 0.225, atom 41 (C): -0.323, atom 42 (C): -0.294, atom 43 (C): -0.085, atom 44 (N): -0.515, atom 45 (C): -0.100, atom 46 (H): 0.218, atom 47 (H): 0.211, atom 48 (H): 0.238, atom 49 (H): 0.429, atom 50 (H): 0.209, atom 51 (C): -0.288, atom 52 (C): -0.345, atom 53 (C): -0.065, atom 54 (N): -0.532, atom 55 (C): -0.127, atom 56 (H): 0.234, atom 57 (H): 0.224, atom 58 (H): 0.226, atom 59 (H): 0.436, atom 60 (H): 0.235, atom 61 (C): -0.334, atom 62 (C): -0.322, atom 63 (C): -0.102, atom 64 (N): -0.496, atom 65 (C): -0.032, atom 66 (H): 0.235, atom 67 (H): 0.240, atom 68 (H): 0.227, atom 69 (H): 0.409, atom 70 (H): 0.175

=====

Energy above the most stable structure, in eV: entry i 0.000; entry ii 12.496